## 1
Below is a gas-phase ion, C3H9IN (charge +1), with properties calculated with ωB97M-V/def2-TZVPD.

Output
LUMO level, eV: -4.129
Total charge: +1
Gap between HOMO and LUMO, hartree: 0.308
Spin multiplicity: 1
HOMO energy, eV: -12.522

CARTESIAN COORDINATES (ANGSTROEM)
C 0.95469 -0.41997 -0.66389
C -0.78701 -0.09466 -0.30859
C -2.09452 -0.66954 0.59999
N 1.67246 0.84920 -0.40055
I -2.48238 -2.69894 0.27774
H 1.09668 -0.82185 -1.61811
H 1.35427 -1.17472 0.17076
H -1.32067 0.04926 -1.27620
H -0.68846 0.82981 0.09705
H -2.83285 0.03213 0.32575
H -1.75454 -0.46158 1.60027
H 1.51735 1.65018 -0.93577
H 2.78615 0.64698 -0.56675
H 1.40169 1.12903 0.57234

***

## 2
Below is a gas-phase ion, C3H9IN (charge +1), with properties calculated with ωB97M-V/def2-TZVPD.

Output
LUMO level, eV: -3.610
Total charge: +1
Gap between HOMO and LUMO, hartree: 0.367
Spin multiplicity: 1
HOMO energy, eV: -13.601

CARTESIAN COORDINATES (ANGSTROEM)
C 1.03123 -0.04202 0.80453
C -1.16955 1.12072 0.50199
C -0.46527 -0.16632 0.35612
N -0.54620 -0.59753 -1.39386
I -3.18682 0.93603 -0.09180
H 1.64239 0.53745 0.19788
H 1.03264 0.24180 1.93192
H 1.61860 -0.97252 0.66513
H -1.29430 1.56252 1.56854
H -0.57684 1.91543 -0.13211
H -1.08788 -1.08569 0.69016
H -1.49830 -0.74301 -1.62026
H -0.22457 -1.56177 -1.49036
H 0.11609 -0.00200 -1.87477

***

Which of them is least stable? Easy: 1.

***

## 1
Below is 2 unconnected molecules or ions with the total composition C2HBrO2, with properties calculated with ωB97M-V/def2-TZVPD.

Output
LUMO level, eV: -1.157
Total charge: 0
Gap between HOMO and LUMO, hartree: 0.302
Spin multiplicity: 1
HOMO energy, eV: -9.374

CARTESIAN COORDINATES (ANGSTROEM)
C 1.87049 -0.55250 -0.08845
C -1.63598 0.96382 0.58507
O 2.19761 -0.16169 0.92626
O 1.53731 -1.02320 -1.07819
Br -3.09927 0.18458 -0.12145
H -0.87016 0.58899 -0.22324

***

## 2
Below is a single C2HBrO2 molecule, with properties calculated with ωB97M-V/def2-TZVPD.

Output
LUMO level, eV: -1.681
Total charge: 0
Gap between HOMO and LUMO, hartree: 0.315
Spin multiplicity: 1
HOMO energy, eV: -10.248

CARTESIAN COORDINATES (ANGSTROEM)
C 1.84782 0.32448 -0.56492
C 0.63731 -0.67887 -1.06597
O 1.47176 1.41027 -0.30260
O 0.17816 -1.42760 -0.28973
Br 4.13288 0.01769 0.08847
H 0.16508 -0.59558 -2.17275

***

Which of them is least stable? Easy: 1.

***

## 1
Below is 2 unconnected molecules or ions with the total composition H4S2, with properties calculated with ωB97M-V/def2-TZVPD.

Output
LUMO level, eV: 0.652
Total charge: 0
Gap between HOMO and LUMO, hartree: 0.372
Spin multiplicity: 1
HOMO energy, eV: -9.475

CARTESIAN COORDINATES (ANGSTROEM)
H 1.33739 1.22889 0.20307
H 0.46535 -0.50314 0.37586
H -2.56299 -0.03912 0.78447
H -1.41461 1.26628 -0.09091
S 1.66672 -0.05293 -0.01002
S -1.53079 -0.06913 -0.06951

***

## 2
Below is a single H4S2 molecule, with properties calculated with ωB97M-V/def2-TZVPD.

Output
LUMO level, eV: 0.619
Total charge: 0
Gap between HOMO and LUMO, hartree: 0.270
Spin multiplicity: 1
HOMO energy, eV: -6.717

CARTESIAN COORDINATES (ANGSTROEM)
H -0.59923 0.68772 1.47994
H -1.70088 -0.32619 0.24053
H 0.21993 -0.89524 -0.36387
H 1.84156 -0.28896 -1.25415
S -0.81560 0.67446 0.15824
S 1.05422 0.14821 -0.26069

***

Which of them is least stable? Easy: 2.

***

## 1
Below is 2 unconnected molecules or ions with the total composition C7H15NO4, with properties calculated with ωB97M-V/def2-TZVPD.

Output
LUMO level, eV: 0.656
Total charge: 0
Gap between HOMO and LUMO, hartree: 0.369
Spin multiplicity: 1
HOMO energy, eV: -9.378

CARTESIAN COORDINATES (ANGSTROEM)
C 1.93317 -1.58592 1.59175
C 0.84796 -2.69147 1.65060
O -0.52969 -2.35426 1.24798
C -0.81455 -2.24153 -0.04756
O -0.06788 -2.61017 -0.93853
O -1.92785 -1.61415 -0.10453
C -2.56272 -1.24648 -1.32812
H 1.75569 -1.00660 0.68566
H 2.94700 -1.97951 1.51884
H 1.88998 -0.86272 2.40613
H 0.78144 -3.12136 2.65003
H 1.09974 -3.65519 1.20795
H -2.85476 -2.16374 -1.83943
H -1.97254 -0.78232 -2.11828
H -3.43962 -0.71494 -0.95852
C 0.70818 2.82113 1.01617
O 0.14850 2.59431 2.06227
N 0.30609 2.43214 -0.22573
C 1.09372 2.52096 -1.42416
C -1.08497 1.92238 -0.54582
H 1.65678 3.37733 0.96141
H 1.96701 3.15345 -1.26475
H 0.58095 2.95096 -2.28455
H 1.48308 1.61017 -1.87911
H -1.75137 2.15853 0.28379
H -1.35301 2.20698 -1.56330
H -0.84032 0.88205 -0.76017

***

## 2
Below is a single C7H15NO4 molecule, with properties calculated with ωB97M-V/def2-TZVPD.

Output
LUMO level, eV: 0.419
Total charge: 0
Gap between HOMO and LUMO, hartree: 0.335
Spin multiplicity: 1
HOMO energy, eV: -8.707

CARTESIAN COORDINATES (ANGSTROEM)
C 1.03275 -2.26383 -1.27244
C 0.94404 -1.69729 0.11063
C 1.91413 -0.37793 0.10422
C 0.17786 1.24475 0.09037
C -0.28952 2.62924 0.37620
C -1.07904 0.29231 0.23128
C -0.41462 -1.08404 0.71280
H -0.46876 -1.22616 -2.13745
H 0.49486 -3.13035 -1.31224
H 1.97646 -2.36362 -1.85164
H 1.16846 -2.63213 0.61985
H 2.02639 -0.02130 -0.96149
H 2.77344 -0.73532 0.73465
H 1.85740 1.36953 1.70939
H 0.46668 1.06555 -1.02862
H -0.12922 2.73031 1.60468
H 0.77536 3.23066 -0.05234
H -1.86275 3.94918 0.03470
H -1.50826 0.63643 1.16630
H -2.35200 0.71619 -1.09532
H -1.15921 -2.01584 0.58228
H 0.34780 -0.45909 2.36830
N 1.22056 0.67172 0.98015
O 0.45570 -1.42865 -2.39846
O -1.65738 2.91983 -0.15895
O -1.82013 -0.03522 -0.77618
O -0.31119 -1.24038 2.16353

***

Which of them is least stable? Easy: 2.

***

## 1
Below is a single C4H4O3 molecule, with properties calculated with ωB97M-V/def2-TZVPD.

Output
LUMO level, eV: 0.231
Total charge: 0
Gap between HOMO and LUMO, hartree: 0.374
Spin multiplicity: 1
HOMO energy, eV: -9.949

CARTESIAN COORDINATES (ANGSTROEM)
C 0.53917 1.28344 0.93036
C 0.83041 0.09241 0.35368
C -0.92563 1.27597 0.59349
C -0.62721 -0.15210 -0.13980
O -1.91862 1.89906 0.86366
O -0.61286 -0.21800 -1.78719
O -1.32327 -1.12553 0.35632
H 1.15767 1.98124 1.40691
H 1.72291 -0.37861 0.37958
H -1.25720 0.33778 -2.10645
H -1.05701 -1.93592 0.00118

***

## 2
Below is a single C4H4O3 molecule, with properties calculated with ωB97M-V/def2-TZVPD.

Output
LUMO level, eV: 0.674
Total charge: 0
Gap between HOMO and LUMO, hartree: 0.402
Spin multiplicity: 1
HOMO energy, eV: -10.257

CARTESIAN COORDINATES (ANGSTROEM)
O -0.72158 1.58332 -1.27306
C -0.85657 1.13000 -0.15758
C 0.01689 -0.03755 0.08234
C -0.15661 -1.14610 1.00205
O -1.07080 -1.01731 -0.06649
C 1.19703 0.24583 -0.81677
O 1.98128 0.99688 -0.28889
H -1.67241 1.40163 0.51891
H 0.47369 -2.01474 0.82088
H -0.48896 -1.00951 2.02654
H 1.29804 -0.13245 -1.84792

***

## 3
Below is a single C4H4O3 molecule, with properties calculated with ωB97M-V/def2-TZVPD.

Output
LUMO level, eV: -0.672
Total charge: 0
Gap between HOMO and LUMO, hartree: 0.337
Spin multiplicity: 1
HOMO energy, eV: -9.833

CARTESIAN COORDINATES (ANGSTROEM)
C 0.38215 -0.01964 1.65352
C 0.61711 0.39204 0.25084
O 1.69176 0.33868 -0.30806
C -0.52250 0.62698 -0.71393
O -1.17458 1.63899 -0.76747
C -0.62391 -0.50799 -1.73615
O -0.52743 -1.65421 -1.37110
H -0.54467 0.28436 2.14343
H 1.25126 0.18644 2.29007
H 0.24916 -1.07385 1.34337
H -0.79834 -0.21181 -2.78453

***

## 4
Below is a single C4H4O3 molecule, with properties calculated with ωB97M-V/def2-TZVPD.

Output
LUMO level, eV: -0.450
Total charge: 0
Gap between HOMO and LUMO, hartree: 0.349
Spin multiplicity: 1
HOMO energy, eV: -9.943

CARTESIAN COORDINATES (ANGSTROEM)
O -1.88520 0.56899 0.83478
C -0.74097 1.05287 0.33835
C 0.19162 0.15206 -0.02091
C -0.06239 -1.28787 0.25757
O -0.23378 -2.06008 -0.65886
C 1.38026 0.43415 -0.82060
O 1.79467 1.54927 -1.04367
H -0.64618 2.13580 0.25346
H 0.04503 -1.65191 1.30757
H -1.72400 -0.41340 0.75930
H 1.88095 -0.47986 -1.20700

***

Which of them is least stable? Easy: 2.

***

## 1
Below is 2 unconnected molecules or ions with the total composition C6H13NO3, with properties calculated with ωB97M-V/def2-TZVPD.

Output
LUMO level, eV: 0.656
Total charge: 0
Gap between HOMO and LUMO, hartree: 0.316
Spin multiplicity: 1
HOMO energy, eV: -7.955

CARTESIAN COORDINATES (ANGSTROEM)
C -0.84230 -2.05121 0.17256
C -0.89441 -0.63786 -0.37675
C 0.45698 -0.02937 -0.72459
C 1.48103 -0.06022 0.40030
C 2.78541 0.62539 0.03515
N 3.67669 0.73154 1.04169
O 3.02671 1.04185 -1.09463
H -1.85089 -2.47991 0.23275
H -0.23695 -2.68019 -0.49448
H -0.39268 -2.07452 1.17406
H 0.84787 -0.57496 -1.59510
H 0.29330 1.00651 -1.05397
H 1.08021 0.40626 1.31231
H 1.73381 -1.09726 0.67116
H 3.50586 0.32816 1.95142
H 4.61595 1.04855 0.84448
H -1.52606 -0.61114 -1.27615
C -2.73927 0.67095 0.34425
O -1.53573 0.21960 0.60363
H -3.72941 0.66921 -1.05738
H -3.02230 1.28982 1.21914
O -3.36569 1.72657 -1.42669
H -3.36811 2.53224 -0.90317

***

## 2
Below is 2 unconnected molecules or ions with the total composition C6H13NO3, with properties calculated with ωB97M-V/def2-TZVPD.

Output
LUMO level, eV: 0.602
Total charge: 0
Gap between HOMO and LUMO, hartree: 0.374
Spin multiplicity: 1
HOMO energy, eV: -9.582

CARTESIAN COORDINATES (ANGSTROEM)
C 1.18091 -3.65746 1.27821
C 1.21840 -2.41989 0.39058
C 0.21615 -1.34642 0.80309
O 0.44399 -0.88859 2.12341
C 0.20094 -0.16446 -0.18625
O -0.09198 -0.59416 -1.50030
C -0.77020 0.93073 0.26910
C -0.90065 1.96943 -0.80562
N -0.29067 3.13920 -0.81209
H 0.17113 -4.09388 1.29672
H 1.87314 -4.42450 0.90467
H 1.46585 -3.41743 2.31201
H 2.22808 -1.97350 0.39900
H 1.01374 -2.70028 -0.65172
H -0.79679 -1.78453 0.82133
H 1.35532 -0.58819 2.20207
H 1.22041 0.25153 -0.23598
H -0.99876 -0.91568 -1.54149
H -1.75976 0.49072 0.45614
H -0.38667 1.38650 1.19091
O -2.01857 2.18067 -1.42505
H 0.59887 3.11935 -0.32413
H -1.49283 3.44767 -1.55368

***

## 3
Below is 3 unconnected molecules or ions with the total composition C6H13NO3, with properties calculated with ωB97M-V/def2-TZVPD.

Output
LUMO level, eV: 0.590
Total charge: 0
Gap between HOMO and LUMO, hartree: 0.341
Spin multiplicity: 1
HOMO energy, eV: -8.678

CARTESIAN COORDINATES (ANGSTROEM)
C -2.65025 -1.35290 0.97708
C -1.35797 -0.61811 0.67258
N -1.23148 0.81408 0.97247
C -2.33949 1.74512 0.92483
C 0.24185 0.38534 1.90191
O 0.51811 0.91551 2.95360
C -0.11172 -1.06379 1.50449
C -0.34074 -1.96456 2.70272
O 0.83073 -1.61048 0.60574
H -2.98195 -1.19906 2.01211
H -3.44702 -0.98721 0.31515
H -2.52048 -2.42972 0.80560
H -1.11205 -0.74324 -0.39199
H -3.14336 1.51815 1.64330
H -1.96753 2.74742 1.17273
H -2.75078 1.75557 -0.09339
H -1.15452 -1.59434 3.33729
H -0.59858 -2.97526 2.36241
H 0.56494 -1.98842 3.32502
H 1.70267 -1.60740 1.01423
H -0.04462 1.46787 0.23052
O 1.25037 1.42351 0.57862
H 1.60965 0.68589 0.06647

***

Which of them is least stable? Easy: 1.